# C29H62N9O5

A 5-piece molecular cluster, C29H62N9O5 overall at a distorted geometry (ωB97M-V with the def2-TZVPD basis set, OMol25).

Its HOMO energy is -10.10 eV. The total energy comes out at -54715.26906 eV. The total charge is +1.

Positions of all 105 atoms, in Å:
C -1.02384 6.87644 0.13632
C 0.10795 6.47489 -0.90470
C -0.02850 5.12861 -1.71168
C -0.94033 3.93637 -1.17788
C -2.46357 4.28834 -1.51469
N -3.44657 3.18179 -1.26943
C -0.64362 2.85212 -2.38415
C -0.93307 1.36784 -1.84761
N -0.81953 1.62480 -0.34875
C -1.84271 0.78156 0.32795
C -1.72150 -0.78865 -0.05562
O -2.35522 -1.28215 -1.03013
N -0.93389 -1.73593 0.73084
C 0.22292 -1.09335 1.41388
C -0.55612 -2.94294 -0.04956
C -0.55850 3.06461 0.11830
C 1.04559 2.88867 0.40601
C 1.80057 4.21941 0.83441
N 3.02269 4.49117 0.39856
C -1.09339 3.44320 1.56981
C -2.65701 3.66584 1.75693
C -3.67269 2.56060 2.38004
N -3.24776 4.81879 1.48784
H -0.69918 7.88434 0.59567
H -2.04942 7.10321 -0.33292
H -1.07972 6.15356 1.00762
H 0.15301 7.33526 -1.67304
H 1.11417 6.55786 -0.34848
H 1.03071 4.70048 -1.87291
H -0.39436 5.38085 -2.77484
H -2.87362 5.22338 -1.02327
H -2.49586 4.50211 -2.64789
H -3.71069 2.81892 -2.20575
H -4.30888 3.63763 -0.91859
H 0.47633 2.78996 -2.66278
H -1.10864 3.05663 -3.39872
H -0.18116 0.63060 -2.29751
H -2.00414 1.13157 -2.16168
H 0.04639 1.07290 -0.16057
H -1.78501 0.78454 1.47761
H -2.92778 1.05130 0.08794
H 0.92871 -0.68207 0.60171
H 0.83046 -1.88161 1.97967
H -0.07097 -0.26746 2.14638
H 0.01993 -3.62636 0.67895
H -1.46533 -3.56862 -0.36653
H 0.14148 -2.72317 -0.92457
H 1.56856 2.53077 -0.55839
H 1.22206 2.13965 1.26685
H 1.34852 5.04332 1.49611
H 3.24911 3.66953 -0.20467
H -0.81645 2.55850 2.25802
H -0.59583 4.34818 2.05626
H -4.50688 3.03376 2.98618
H -4.17633 2.08186 1.46420
H -3.12392 1.71895 2.91543
H -4.25730 4.74354 1.68209
C -3.63209 1.25488 -5.82919
O -2.46514 0.91406 -5.75729
N -4.67536 0.61349 -5.23321
C -6.04137 1.08133 -5.36170
C -4.41000 -0.57492 -4.44521
H -3.94099 2.14361 -6.40280
H -6.43586 1.30795 -4.36778
H -6.64512 0.29645 -5.82343
H -6.09050 1.97933 -5.97893
H -3.72438 -0.32000 -3.63294
H -3.93526 -1.32706 -5.07952
H -5.33574 -0.97563 -4.03172
C 0.62982 -6.95621 -0.99950
O 1.79998 -7.27943 -0.92492
N -0.40556 -7.59582 -0.38702
C -1.77601 -7.14749 -0.52635
C -0.12756 -8.76197 0.42962
H 0.30894 -6.08478 -1.59419
H -2.17310 -6.90137 0.46202
H -2.37074 -7.95035 -0.96879
H -1.83551 -6.26512 -1.16551
H 0.55281 -8.48044 1.23644
H 0.35663 -9.52409 -0.18565
H -1.04980 -9.16275 0.85097
C 4.57810 -11.25240 1.13511
O 3.77332 -11.77933 0.39131
N 4.57204 -9.93788 1.49460
C 5.56622 -9.38071 2.38816
C 3.53691 -9.07063 0.96494
H 5.40380 -11.82217 1.59132
H 5.06467 -8.97021 3.26850
H 6.10469 -8.58307 1.86982
H 6.27772 -10.14404 2.70590
H 2.56033 -9.45671 1.26471
H 3.59286 -9.07049 -0.12516
H 3.65957 -8.05352 1.33791
C 6.08109 3.43599 3.46049
O 7.02544 2.83324 3.92997
N 5.39528 4.43412 4.08580
C 4.27659 5.10593 3.45797
C 5.79880 4.83464 5.42021
H 5.69367 3.21054 2.45306
H 4.50224 6.17232 3.37644
H 3.38519 4.96615 4.07698
H 4.08753 4.70320 2.46185
H 6.83741 5.17238 5.39479
H 5.72784 3.97425 6.09000
H 5.16075 5.63883 5.78767

---

# C9H11N2O

A 2-piece molecular cluster, C9H11N2O overall at a distorted geometry (ωB97M-V with the def2-TZVPD basis set, OMol25).

Its HOMO energy is -11.87 eV. The total energy comes out at -14528.78842 eV. The total charge is +1.

Positions of all 23 atoms, in Å:
C -0.48906 -0.74042 2.69613
C -1.02111 0.47130 2.24305
C 0.36179 -1.57041 1.92704
C -0.50731 0.97627 1.09906
C 0.84161 -1.04936 0.73670
C 0.42525 0.22355 0.25887
C -1.90480 0.24125 -1.82724
C -0.67482 -0.19906 -2.31256
C 0.71532 0.72713 -1.08211
N -2.29230 0.26710 -0.65205
N 1.86342 0.03601 -1.74253
O -0.11114 -0.97392 -3.04160
H -0.80655 -1.27427 3.66241
H -1.81501 0.97685 2.89617
H 0.62680 -2.51647 2.30281
H -0.81938 1.99318 0.72310
H 1.42911 -1.74108 0.14429
H -2.51303 0.54444 -2.75421
H 0.55513 1.67651 -1.38150
H -3.13084 0.62842 -0.38972
H 2.31294 -0.62145 -1.10702
H 2.60358 0.68011 -1.93911
H 1.41629 -0.52512 -2.61094

---

# C16H10ClNO3

C16H10ClNO3 as an isolated structure at a distorted geometry (ωB97M-V with the def2-TZVPD basis set, OMol25).

Its HOMO energy is -9.06 eV. The total energy comes out at -36898.28759 eV. The total charge is 0.

Positions of all 31 atoms, in Å:
O -0.07494 -2.00327 -0.11547
C 0.51903 -1.11778 0.44771
C 1.93444 -0.61105 0.24805
C 2.49605 -1.24541 -0.87138
C 3.77986 -1.06713 -1.25800
C 4.37451 -0.13490 -0.18030
C 3.70416 0.33404 1.05930
C 2.45340 0.15860 1.02040
H 1.95952 0.56409 1.93514
H 4.37116 1.06370 1.55635
Cl 6.01232 0.56431 -0.52198
H 4.15264 -1.18674 -2.07697
H 1.91768 -2.04924 -1.62158
C -0.49076 -0.24818 1.48419
N -1.63509 0.24013 0.61680
C -1.68661 1.53453 0.47079
O -0.69587 2.19313 0.62614
C -2.98476 1.74605 -0.33131
O -3.20680 2.94855 -0.95702
C -3.63382 0.53940 -0.26593
C -4.86362 0.06982 -0.99472
C -5.30575 -1.15522 -0.56980
C -4.36180 -2.01390 0.01032
C -3.19790 -1.67194 0.65599
C -2.77099 -0.23358 0.06533
H -2.40970 -2.40336 0.97649
H -4.64884 -3.34192 0.07490
H -6.08989 -1.44159 -1.15349
H -5.52582 0.73618 -1.32239
H 0.05569 0.44581 1.99615
H -0.87667 -0.92170 2.15257

---

# C13H19CuNSi

C13H19CuNSi as an isolated structure at a distorted geometry (ωB97M-V with the def2-TZVPD basis set, OMol25).

Its HOMO energy (spin up / spin down) is 3.56 / -0.72 eV. The total energy comes out at -67789.82172 eV. The multiplicity is 2. The total charge is -2.

Positions of all 35 atoms, in Å:
C 0.92580 -1.52296 -1.95249
C -0.47937 -1.46953 -2.20458
C -1.16093 -1.89526 -1.01236
C -0.16324 -2.21413 -0.02748
C 1.12243 -1.98961 -0.61602
Cu -0.13679 -0.09252 -0.54491
C -1.53088 1.59709 -0.60904
C -0.20538 1.84684 -0.86852
C 0.62879 2.44309 -1.74560
N 0.64980 1.06031 0.83526
H -2.23755 -1.99109 -0.89061
H -0.95654 -1.14959 -3.12784
H -0.35801 -2.56716 0.98312
H 2.08228 -2.14806 -0.12706
H 1.70627 -1.27723 -2.66580
H -2.24933 1.45877 -1.42292
H 1.44194 1.67789 0.64650
H -1.91930 1.76482 0.39987
H 0.25189 3.25953 -2.36475
H 1.65927 2.10501 -1.86200
C 1.55110 -0.85498 5.65371
Si 0.06501 0.04741 4.92648
C -1.48059 -0.84612 5.52945
C 0.02768 1.78141 5.66533
C 0.17522 0.08974 3.11844
C 0.35227 0.68921 2.02178
H 1.54803 -0.86453 6.75321
H 2.48821 -0.38468 5.32846
H 1.57673 -1.89844 5.31320
H -1.53150 -0.88996 6.62786
H -2.39651 -0.35088 5.18015
H -1.51036 -1.87958 5.15924
H 0.89946 2.36689 5.34386
H -0.86691 2.33495 5.34926
H 0.03082 1.76196 6.76470

---

# C2H8N3

A 2-piece molecular cluster, C2H8N3 overall at a distorted geometry (ωB97M-V with the def2-TZVPD basis set, OMol25).

Its HOMO energy is -14.75 eV. The total energy comes out at -6667.24828 eV. The total charge is +1.

Positions of all 13 atoms, in Å:
N 1.01980 0.17370 0.22415
C 1.49060 1.13421 -0.51635
N 0.74583 1.85132 -1.37961
H 0.05220 -0.25500 0.22630
H 1.74374 -0.36591 0.68810
H 2.54607 1.41912 -0.55501
H 1.07627 2.47715 -2.07713
H -0.21214 1.53545 -1.39519
C -1.57242 -1.87349 1.23914
N -1.50379 -0.85964 0.44820
H -0.75270 -1.91486 1.98211
H -2.29990 -2.67907 1.22820
H -2.33356 -0.64298 -0.11290

---

# C3H7N2

A 2-piece molecular cluster, C3H7N2 overall at a distorted geometry (ωB97M-V with the def2-TZVPD basis set, OMol25).

Its HOMO energy (spin up / spin down) is -14.07 / -14.07 eV. The total energy comes out at -6190.17634 eV. The total charge is +1.

Positions of all 12 atoms, in Å:
C -1.24499 -0.18970 0.37910
C -1.73445 -1.43829 0.53578
C 1.18864 1.29626 -0.78800
N 0.81988 -0.42426 0.79073
N 1.54933 0.32628 0.18980
H -1.01571 -2.16661 1.09073
H -2.73403 -1.08973 1.12997
H -2.28270 -1.73431 -0.31421
H 1.03309 0.70776 -1.73800
H 0.10075 1.53323 -0.55403
H 1.80665 2.19429 -0.93436
H 2.61378 0.07928 0.24960

---

# C9H20CdNO8P2SSbSe4

C9H20CdNO8P2SSbSe4 as an isolated structure (ωB97M-V with the def2-TZVPD basis set, OMol25).

Its HOMO energy is -1.33 eV. The total energy comes out at -329438.90983 eV. The total charge is -2.

Positions of all 47 atoms, in Å:
Cd -0.22311 1.01288 0.44915
C -5.21823 -0.44439 1.07296
C -3.80331 -0.06682 0.66669
O -3.75430 -0.04102 -0.77455
P -2.60028 -1.36063 1.08283
O -3.20587 -2.67987 0.40927
O -2.65031 -1.73275 2.60104
O -1.26952 -0.99398 0.54359
P -3.33404 1.60268 1.33294
O -2.71346 1.23257 2.79358
O -4.53491 2.45475 1.46708
O -2.15231 2.03005 0.50682
H -5.53231 -1.34234 0.53953
H -5.89348 0.37883 0.84604
H -5.26578 -0.64768 2.14438
H -2.92620 0.39796 -1.04161
H -3.24517 -2.53772 -0.54867
H -1.84402 -1.36249 3.07145
H -3.38559 1.29804 3.48312
C 2.90891 -0.64631 4.77972
C 2.01372 0.23494 3.90831
C 0.68391 -0.33053 3.77067
N -0.39166 -0.72383 3.71734
H 3.91422 -0.22861 4.78960
H 2.97363 -1.63520 4.32785
H 2.53172 -0.72969 5.80172
H 2.44924 0.30558 2.90719
H 1.91699 1.25254 4.29240
Se 2.02652 -2.45738 1.44896
Sb 3.46272 -0.92808 0.24423
Se 2.24301 1.41768 0.11635
Se 5.38727 -0.24163 1.58750
Se 3.95633 -1.58390 -2.07608
O -0.65238 0.69742 -1.98728
S 0.53082 -0.19174 -2.39021
C 1.59348 0.95140 -3.34631
C 1.40112 0.67358 -4.83443
C 0.02410 0.03446 -5.00292
C -0.04665 -1.00661 -3.89851
H 2.61087 0.79755 -2.99736
H 1.23213 1.93118 -3.03677
H 2.17405 -0.02274 -5.17132
H 1.50085 1.59258 -5.41591
H -0.11674 -0.41165 -5.99043
H -0.76108 0.77884 -4.84692
H 0.65429 -1.82724 -4.07504
H -1.03630 -1.40756 -3.68577

---

# C7H5Cl4F

A 2-piece molecular cluster, C7H5Cl4F overall at a distorted geometry (ωB97M-V with the def2-TZVPD basis set, OMol25).

Its HOMO energy is -9.21 eV. The total energy comes out at -60146.23077 eV. Its SMILES is ClC(Cl)(Cl)Cl.Fc1ccccc1. The total charge is 0.

Positions of all 17 atoms, in Å:
Cl -2.62636 1.38272 -1.09375
C -3.16040 0.63437 0.41680
Cl -2.40179 1.41747 1.73649
Cl -4.90763 0.66082 0.69738
Cl -2.59711 -1.02660 0.38124
F 2.38820 2.14619 -0.79364
C 1.87507 1.00125 -0.47129
C 1.03446 0.80331 0.59834
C 0.40470 -0.39028 0.91582
C 0.64798 -1.49061 0.05136
C 1.56759 -1.39653 -0.97604
C 2.09407 -0.10138 -1.27812
H 0.85520 1.68985 1.18852
H -0.21529 -0.47057 1.79648
H 0.28105 -2.47742 0.29214
H 1.96370 -2.32321 -1.36432
H 2.79650 -0.05944 -2.09741

---

# C2H7N4

C2H7N4 as an isolated structure at a distorted geometry (ωB97M-V with the def2-TZVPD basis set, OMol25).

Its HOMO energy is -14.03 eV. The total energy comes out at -8137.18766 eV. The total charge is +1.

Positions of all 13 atoms, in Å:
C 1.21268 0.06679 -0.10806
C -0.78087 1.30704 0.03222
N 0.51545 1.03627 -0.04825
N -0.53288 -1.35059 -0.15730
N 2.38901 -0.36151 0.06080
N -1.53119 -0.36054 -0.25655
H -1.00597 1.55361 1.08966
H -1.31279 1.77892 -0.66102
H -0.55430 -1.60715 0.89697
H 3.20211 0.22065 0.03890
H 2.62672 -1.40561 -0.17718
H -2.16334 -0.47347 0.46868
H -2.06463 -0.40440 -1.17888

---

# CN2O2S2

A single CN2O2S2 molecule at a distorted geometry (ωB97M-V with the def2-TZVPD basis set, OMol25).

Its HOMO energy is -9.91 eV. The total energy comes out at -29777.71095 eV. The total charge is 0.

Positions of all 7 atoms, in Å:
C 0.09425 -0.79648 -1.19519
N -0.21725 0.36983 -1.06755
N 0.53563 -1.93746 -0.87562
O -0.20121 2.31374 0.50886
O -0.14972 0.17853 1.48000
S 0.83662 -1.21179 0.81518
S -0.89831 1.08363 0.33432

---

# C7H10N2P

An isolated ion of composition C7H10N2P and charge +1 at a distorted geometry (ωB97M-V with the def2-TZVPD basis set, OMol25).

Its HOMO energy is -12.68 eV. The total energy comes out at -19682.16429 eV. Its SMILES is NC(=[NH2+])c1ccccc1P. The total charge is +1.

Positions of all 20 atoms, in Å:
N -2.40886 0.49814 -1.07279
C -1.58624 0.63128 -0.01221
N -1.96492 0.98661 1.23630
C -0.14854 0.25967 -0.27941
C 0.54679 0.71887 -1.38952
C 1.85711 0.37068 -1.67874
C 2.64113 -0.23556 -0.72367
C 1.99032 -0.76947 0.49277
C 0.68508 -0.48188 0.78621
P -0.15683 -1.13394 2.29687
H -2.07771 0.31225 -1.92753
H -3.46536 0.73382 -1.05456
H -1.27224 0.97290 2.08546
H -2.93974 1.11482 1.45440
H 0.04318 1.27190 -2.05609
H 2.31473 0.51597 -2.66917
H 3.72037 -0.46532 -0.80821
H 2.69546 -1.17620 1.30544
H 0.76928 -2.10419 2.05752
H -1.24302 -2.02033 1.95692

---

# C4H7NO

A single C4H7NO molecule at a distorted geometry (ωB97M-V with the def2-TZVPD basis set, OMol25).

Its HOMO energy is -10.89 eV. The total energy comes out at -7797.86126 eV. Its SMILES is N#CCCCO. The total charge is 0.

Positions of all 13 atoms, in Å:
N -2.90966 1.46067 -0.99612
C -2.19775 0.74725 -0.42897
C -1.30905 -0.18445 0.28879
C 0.06514 -0.42929 -0.36317
C 1.25877 0.45265 0.03099
O 2.02636 -0.42224 0.90083
H -1.19842 0.18136 1.31570
H -1.84333 -1.13949 0.35630
H 0.57339 -1.25885 0.14252
H -0.04182 -0.62381 -1.43630
H 1.85776 0.75868 -0.83525
H 1.00144 1.33989 0.62062
H 2.71717 -0.88237 0.40406